Below is a gas-phase ion, C10H14N5 (charge +1), with properties calculated with ωB97M-V/def2-TZVPD.

The geometry in XYZ format:
```
29
Properties=species:S:1:pos:R:3
C -1.311 0.718 2.866
C 0.069 -1.084 2.493
C 0.612 -2.301 2.842
C 0.541 -2.640 4.186
C -0.234 -1.832 5.033
C -0.136 1.099 -2.786
C -0.125 2.078 -1.614
C -0.648 -0.266 -2.337
C 0.709 1.506 -0.466
C 0.189 -0.781 -1.162
N -1.177 0.907 1.602
N -0.849 -0.754 4.633
N -0.654 -0.390 3.377
N -0.558 0.011 0.926
N 0.171 0.209 -0.106
H -1.925 1.333 3.494
H 1.129 -2.913 2.119
H 1.040 -3.516 4.569
H -0.393 -2.085 6.069
H -0.776 1.485 -3.578
H 0.872 0.995 -3.190
H 0.294 3.035 -1.922
H -1.145 2.250 -1.266
H -1.692 -0.188 -2.023
H -0.594 -0.981 -3.157
H 1.747 1.370 -0.784
H 0.680 2.161 0.405
H -0.213 -1.719 -0.775
H 1.227 -0.932 -1.473
```

Its HOMO-LUMO gap is 7.44 eV. For the LUMO energy, the calculation gives -4.554 eV. The charge is +1. For the energy above the lowest of the compared OMol25 structures with the same formula, charge and spin, the calculation gives 109.7 kcal/mol.



Below is a molecular structure, C24H23EuN3O7P3S2, with properties calculated with ωB97M-V/def2-TZVPD.

The geometry in XYZ format:
```
63
Properties=species:S:1:pos:R:3
Eu -0.811 -1.531 0.515
C 2.578 -3.351 3.595
C 1.777 -2.312 2.844
O 2.141 -0.989 3.155
P -0.001 -2.328 3.304
O 0.069 -2.126 4.863
O -0.661 -3.759 3.178
O -0.786 -1.253 2.624
P 1.711 -2.537 1.011
O 3.070 -3.232 0.537
O 0.508 -3.383 0.683
O 1.608 -1.176 0.399
H 2.532 -3.128 4.661
H 3.620 -3.333 3.273
H 2.149 -4.335 3.408
H 2.691 -0.617 2.448
H -0.789 -1.942 5.256
H -1.091 -4.010 2.341
H 3.051 -4.188 0.601
N -0.053 -1.149 -2.024
C -0.604 0.008 -2.658
C -1.161 -0.080 -3.925
C -1.611 1.058 -4.570
C -1.485 2.295 -3.962
C -0.991 2.385 -2.672
C -0.564 1.246 -1.996
P -0.142 1.251 -0.207
C 1.656 1.568 -0.183
C 2.253 1.744 1.065
C 3.631 1.801 1.168
C 4.422 1.659 0.036
C 3.831 1.500 -1.205
C 2.451 1.459 -1.318
C -0.841 2.848 0.325
C -0.126 4.040 0.271
C -0.732 5.226 0.647
C -2.049 5.228 1.080
C -2.764 4.040 1.137
C -2.163 2.850 0.766
H -0.115 -1.945 -2.664
H 0.933 -0.983 -1.789
H -1.251 -1.045 -4.402
H -2.055 0.976 -5.550
H -1.781 3.192 -4.485
H -0.937 3.344 -2.179
H 1.631 1.815 1.949
H 4.097 1.945 2.132
H 5.500 1.657 0.123
H 4.444 1.392 -2.090
H 1.997 1.331 -2.291
H 0.898 4.037 -0.075
H -0.179 6.153 0.588
H -2.517 6.158 1.369
H -3.793 4.048 1.465
H -2.711 1.914 0.794
S -3.124 -0.912 -0.707
C -3.300 -2.656 -0.770
S -2.620 -3.564 0.551
C -3.963 -3.277 -1.805
C -4.534 -2.553 -2.863
N -4.997 -1.987 -3.750
C -3.987 -4.675 -1.934
N -3.959 -5.815 -2.088
```

Its HOMO-LUMO gap (alpha / beta) is 6.79 / 7.40 eV. As for the spin multiplicity: 7. For the LUMO energy (alpha / beta), the calculation gives -0.738 / -0.134 eV. The charge is 0. For the energy above the lowest of the compared OMol25 structures with the same formula, charge and spin, the calculation gives 0.0 kcal/mol.



Below is a single C4H6ClN3 molecule, with properties calculated with ωB97M-V/def2-TZVPD.

The geometry in XYZ format:
```
14
Properties=species:S:1:pos:R:3
H 1.266 -1.596 -1.565
N 1.522 -0.609 -1.591
C 0.927 -0.025 -0.639
N 0.992 1.342 -0.403
C -0.056 1.710 0.439
C -0.686 0.644 0.934
Cl -1.952 0.625 2.094
C -0.026 -0.617 0.420
N -0.825 -1.676 -0.148
H 1.329 1.934 -1.156
H -0.244 2.752 0.651
H 0.594 -1.026 1.223
H -1.484 -1.309 -0.822
H -1.356 -2.148 0.562
```

Its HOMO-LUMO gap is 9.15 eV. For the LUMO energy, the calculation gives 0.779 eV. The charge is 0. For the energy above the lowest of the compared OMol25 structures with the same formula, charge and spin, the calculation gives 28.7 kcal/mol. The SMILES is [H]/N=C1/NC=C(Cl)[C@H]1N.



Below is a molecular structure, C8H8BBr4F36O8P6Zr, with properties calculated with ωB97M-V/def2-TZVPD.

The geometry in XYZ format:
```
72
Properties=species:S:1:pos:R:3
Zr 2.624 -0.554 -0.459
P 2.948 2.392 -0.292
F 3.890 1.169 -0.834
F 1.847 1.467 -1.101
F 2.645 1.242 0.849
F 1.814 3.346 0.449
F 4.197 3.170 0.465
F 3.026 3.134 -1.710
P 4.996 -2.092 1.219
F 5.974 -2.028 -0.120
F 6.007 -1.425 2.289
F 4.330 -0.572 0.863
F 3.973 -2.083 2.446
F 3.711 -2.458 0.301
F 5.373 -3.589 1.579
P -4.126 -3.399 -0.341
F -3.408 -4.424 0.727
F -5.332 -3.273 0.712
F -3.630 -1.943 0.229
F -4.861 -2.249 -1.273
F -2.763 -3.449 -1.320
F -4.841 -4.589 -1.119
P 0.225 -1.042 1.143
F -0.337 0.128 2.105
F -0.054 -2.284 2.130
F -1.191 -1.174 0.288
F 0.939 -1.889 0.008
F 0.588 0.092 0.151
F 1.835 -0.901 1.559
P -2.868 2.068 0.328
F -2.243 2.359 1.803
F -4.447 2.170 0.729
F -2.839 3.651 -0.236
F -3.674 1.702 -1.053
F -1.478 1.780 -0.453
F -3.039 0.498 0.662
P 3.535 -1.618 -3.116
F 4.586 -0.900 -4.095
F 4.345 -1.142 -1.772
F 2.862 -0.223 -2.821
F 2.504 -2.114 -1.980
F 2.488 -2.129 -4.277
F 4.434 -3.029 -2.926
O -2.640 0.688 -7.905
C -2.256 -0.022 -6.966
O -1.581 0.333 -5.869
B -1.600 -0.823 -4.970
O -1.966 -1.953 -5.923
C -2.502 -1.539 -6.993
O -3.001 -2.208 -7.876
O -2.621 -0.719 -3.952
C -2.049 -0.612 -2.857
O -2.634 -0.519 -1.780
C -0.499 -0.711 -3.028
O -0.324 -0.967 -4.298
O 0.411 -0.611 -2.169
Br -1.456 3.913 4.511
C -0.117 3.959 3.103
C 1.163 4.246 3.733
Br 1.855 2.575 4.532
H -0.568 4.554 2.308
H -0.100 2.946 2.702
H 1.142 5.044 4.476
H 1.881 4.622 3.003
Br -1.107 1.906 7.226
C -1.178 0.490 5.814
C -2.553 0.483 5.295
Br -2.737 -1.014 3.897
H -1.029 -0.473 6.302
H -0.468 0.753 5.030
H -2.762 1.431 4.801
H -3.269 0.427 6.114
```

Its HOMO-LUMO gap is 6.44 eV. For the LUMO energy, the calculation gives 4.199 eV. The charge is -3.



Below is a molecular structure, C30H26MoN4O3Sb, with properties calculated with ωB97M-V/def2-TZVPD.

The geometry in XYZ format:
```
65
Properties=species:S:1:pos:R:3
Mo -0.385 -0.124 1.432
O 0.609 1.570 1.317
N 0.691 2.257 0.198
N 0.002 1.730 -0.700
O -0.583 0.556 -0.454
C -0.156 2.320 -2.002
C -0.220 1.476 -3.102
C -0.347 2.060 -4.350
C -0.416 3.444 -4.470
C -0.357 4.262 -3.348
C -0.225 3.704 -2.087
H -0.160 0.402 -2.992
H -0.390 1.437 -5.232
H -0.522 3.889 -5.450
H -0.427 5.335 -3.452
H -0.195 4.320 -1.200
C 7.075 -3.694 1.639
C 6.834 -2.611 2.489
C 5.859 -1.692 2.173
C 5.088 -1.866 1.006
C 5.330 -2.980 0.169
C 6.333 -3.877 0.476
Sb 3.751 -0.522 0.234
C 0.555 -1.571 2.344
C 1.191 -2.817 2.391
C 1.364 -3.394 3.631
C 0.936 -2.745 4.803
C 0.325 -1.504 4.772
C 0.135 -0.927 3.518
C 3.961 1.139 1.474
C 4.154 2.349 0.797
C 4.356 3.518 1.515
C 4.313 3.491 2.902
C 4.073 2.298 3.580
C 3.906 1.121 2.872
H 7.859 -4.398 1.887
H 7.434 -2.485 3.380
H 5.714 -0.824 2.802
H 4.739 -3.133 -0.728
H 6.540 -4.712 -0.178
H 1.502 -3.325 1.488
H 1.822 -4.371 3.711
H 1.085 -3.238 5.756
H 0.006 -1.005 5.676
H -0.342 0.089 3.502
H 4.171 2.393 -0.288
H 4.538 4.448 0.994
H 4.465 4.404 3.462
H 4.036 2.291 4.661
H 3.733 0.196 3.411
N -5.683 -2.255 3.444
C -4.758 -3.050 2.876
O -4.434 -4.151 3.251
C -4.002 -2.484 1.687
C -4.186 -3.003 0.408
C -3.361 -2.582 -0.624
C -2.335 -1.704 -0.349
N -2.127 -1.229 0.896
C -2.976 -1.588 1.887
H -6.232 -2.642 4.199
H -6.035 -1.434 2.981
H -4.965 -3.735 0.228
H -3.494 -2.945 -1.633
H -1.654 -1.373 -1.120
H -2.798 -1.166 2.870
```

Its HOMO-LUMO gap (alpha / beta) is 6.08 / 6.17 eV. As for the spin multiplicity: 3. For the LUMO energy (alpha / beta), the calculation gives -10.798 / -10.700 eV. The charge is +3. For the energy above the lowest of the compared OMol25 structures with the same formula, charge and spin, the calculation gives 10.4 kcal/mol.



Below is a molecular structure, C2H2NO5S, with properties calculated with ωB97M-V/def2-TZVPD.

The geometry in XYZ format:
```
11
Properties=species:S:1:pos:R:3
C 0.707 1.054 0.055
C 0.442 -0.188 0.334
N -1.088 0.671 1.042
O -1.924 -1.548 0.419
O -3.461 0.366 0.313
O -1.752 0.217 -1.458
O -0.461 1.789 0.381
O 0.753 -1.372 0.411
S -2.076 0.035 -0.056
H 1.379 1.447 -0.514
H -1.094 -1.866 0.062
```

Its HOMO-LUMO gap is 7.99 eV. For the LUMO energy, the calculation gives 3.939 eV. The charge is -1. For the energy above the lowest of the compared OMol25 structures with the same formula, charge and spin, the calculation gives 109.5 kcal/mol.



Below is a single C6H11NO molecule, with properties calculated with ωB97M-V/def2-TZVPD.

The geometry in XYZ format:
```
19
Properties=species:S:1:pos:R:3
C 0.582 1.663 -0.029
C 0.150 0.534 -0.641
O 0.030 0.458 -2.012
C 0.349 -0.858 -0.052
C 1.822 -1.266 -0.045
C -0.280 -0.893 1.331
N -1.359 -0.343 1.630
C -2.141 0.420 0.244
H 0.763 1.677 1.032
H 0.749 2.578 -0.577
H 0.149 1.333 -2.400
H -0.210 -1.551 -0.692
H 1.931 -2.274 0.350
H 2.218 -1.244 -1.059
H 2.401 -0.581 0.574
H 0.323 -1.355 2.122
H -2.202 0.391 -0.843
H -2.192 1.417 0.670
H -3.082 -0.107 0.397
```

Its HOMO-LUMO gap is 9.54 eV. For the LUMO energy, the calculation gives 0.765 eV. The charge is 0. For the energy above the lowest of the compared OMol25 structures with the same formula, charge and spin, the calculation gives 87.0 kcal/mol. The SMILES is C=C(O)[C@@H](C)/C=N\C.



Below is a molecular structure, C32H41N5NiO10P2S3, with properties calculated with ωB97M-V/def2-TZVPD.

The geometry in XYZ format:
```
94
Properties=species:S:1:pos:R:3
Ni 0.231 0.594 -0.305
S 0.737 2.307 -1.983
C 0.463 1.417 -3.358
N 0.443 1.927 -4.583
C 0.590 1.042 -5.741
C 1.482 -0.105 -5.339
N 0.846 -0.796 -4.221
C 0.952 -2.263 -4.172
C 0.190 -2.916 -5.295
C 0.846 -3.409 -6.416
C 0.127 -3.987 -7.456
C -1.254 -4.075 -7.375
C -1.916 -3.589 -6.254
C -1.198 -3.013 -5.218
C 0.241 -0.091 -3.290
S -0.815 -0.694 -2.149
C 0.307 3.362 -4.867
C 1.560 3.922 -5.493
C 2.761 3.896 -4.786
C 3.917 4.401 -5.358
C 3.883 4.939 -6.640
C 2.692 4.967 -7.347
C 1.534 4.456 -6.774
H 1.054 1.616 -6.542
H -0.388 0.686 -6.077
H 2.470 0.259 -5.039
H 1.597 -0.810 -6.159
H 0.570 -2.569 -3.202
H 2.016 -2.504 -4.215
H 1.928 -3.357 -6.471
H 0.648 -4.373 -8.322
H -1.815 -4.530 -8.181
H -2.993 -3.668 -6.183
H -1.711 -2.638 -4.340
H 0.077 3.859 -3.927
H -0.546 3.479 -5.538
H 2.786 3.482 -3.784
H 4.846 4.380 -4.803
H 4.786 5.337 -7.085
H 2.661 5.384 -8.345
H 0.602 4.478 -7.328
C 4.154 -0.691 1.993
C 2.926 -0.505 1.119
O 2.461 0.859 1.110
P 1.520 -1.561 1.592
O 1.981 -3.045 1.456
O 1.354 -1.302 3.147
O 0.313 -1.167 0.798
P 3.222 -0.937 -0.647
O 4.535 -0.136 -1.089
O 3.490 -2.411 -0.654
O 2.028 -0.359 -1.343
H 3.957 -0.358 3.015
H 4.986 -0.116 1.588
H 4.436 -1.743 2.034
H 2.493 1.201 2.012
H 2.519 -3.133 0.614
H 0.775 -1.913 3.624
H 5.304 -0.719 -1.073
N -1.742 1.522 -0.337
C -2.504 2.381 -0.482
N -3.372 3.359 -0.647
C -3.566 4.373 0.416
C -4.612 3.915 1.409
C -5.917 3.531 0.722
C -5.664 2.479 -0.354
C -4.628 2.983 -1.341
H -3.884 5.281 -0.102
H -2.599 4.569 0.880
H -4.775 4.697 2.152
H -4.230 3.047 1.939
H -6.375 4.418 0.265
H -6.614 3.146 1.463
H -6.584 2.233 -0.888
H -5.306 1.556 0.114
H -4.982 3.891 -1.835
H -4.379 2.252 -2.110
N -0.160 1.466 2.229
C -1.444 1.463 2.898
C -2.385 0.488 2.603
C -3.652 0.576 3.158
C -4.000 1.624 4.007
C -3.025 2.553 4.351
C -1.757 2.477 3.793
S -5.662 1.782 4.640
O -6.480 1.232 3.566
O -5.804 3.220 4.832
O -5.672 1.000 5.861
H 0.348 0.653 2.554
H 0.337 2.287 2.560
H -2.145 -0.300 1.899
H -4.420 -0.141 2.894
H -3.303 3.369 5.006
H -1.010 3.228 4.034
```

Its HOMO-LUMO gap (alpha / beta) is 5.98 / 5.93 eV. As for the spin multiplicity: 3. For the LUMO energy (alpha / beta), the calculation gives -1.256 / -1.300 eV. The charge is 0. For the energy above the lowest of the compared OMol25 structures with the same formula, charge and spin, the calculation gives 23.9 kcal/mol.



Below is a single C19H32N2O3S molecule, with properties calculated with ωB97M-V/def2-TZVPD.

The geometry in XYZ format:
```
57
Properties=species:S:1:pos:R:3
C 3.018 4.511 -0.159
O 2.123 3.573 -0.721
C 1.890 2.471 0.087
C 0.872 2.524 1.043
C 0.038 3.754 1.225
C 0.642 1.392 1.809
C 1.400 0.252 1.638
S 0.916 -1.166 2.638
O 2.075 -1.777 3.231
O -0.137 -0.749 3.514
N 0.336 -2.329 1.602
C -0.717 -2.151 0.617
C -1.767 -1.173 1.123
C -2.927 -1.009 0.132
C -3.739 0.230 0.539
C -3.869 -2.227 0.176
N -2.383 -0.712 -1.183
C -1.303 -1.485 -1.769
C -0.761 -0.641 -2.933
C -1.731 -2.853 -2.335
C -0.185 -1.651 -0.728
C 2.425 0.192 0.704
C 3.264 -1.038 0.542
C 2.659 1.317 -0.094
C 3.712 1.287 -1.161
H 2.642 4.908 0.789
H 4.005 4.068 0.012
H 3.103 5.320 -0.883
H 0.046 4.354 0.318
H 0.425 4.358 2.046
H -0.987 3.482 1.467
H -0.131 1.381 2.562
H 1.092 -2.914 1.286
H -1.169 -3.143 0.486
H -2.137 -1.499 2.093
H -1.291 -0.203 1.255
H -3.135 1.123 0.405
H -4.040 0.160 1.581
H -4.631 0.320 -0.077
H -3.334 -3.164 0.070
H -4.396 -2.247 1.127
H -4.605 -2.159 -0.623
H -3.133 -0.596 -1.854
H 0.137 -1.091 -3.348
H -0.524 0.360 -2.582
H -1.505 -0.562 -3.722
H -2.608 -2.735 -2.968
H -1.970 -3.564 -1.550
H -0.930 -3.273 -2.939
H 0.564 -2.345 -1.116
H 0.286 -0.679 -0.573
H 4.310 -0.768 0.417
H 2.958 -1.597 -0.343
H 3.172 -1.670 1.419
H 4.709 1.272 -0.719
H 3.622 2.163 -1.796
H 3.604 0.397 -1.777
```

Its HOMO-LUMO gap is 9.31 eV. For the LUMO energy, the calculation gives 0.635 eV. The charge is 0. For the energy above the lowest of the compared OMol25 structures with the same formula, charge and spin, the calculation gives 7.3 kcal/mol. The SMILES is COc1c(C)cc(S(=O)(=O)NC2CC(C)(C)NC(C)(C)C2)c(C)c1C.



Below is 2 unconnected molecules or ions with the total composition C4H12S, with properties calculated with ωB97M-V/def2-TZVPD.

The geometry in XYZ format:
```
17
Properties=species:S:1:pos:R:3
C 0.537 -0.960 -2.139
C 1.545 0.063 -1.772
S 2.082 -0.083 -0.026
H -0.374 -1.080 -1.498
H 0.878 -2.000 -2.053
H 0.338 -0.891 -3.248
H 2.376 0.040 -2.524
H 1.141 1.090 -2.006
H 3.143 -0.919 -0.208
C -0.764 0.638 1.676
C -2.162 0.655 2.240
H -0.628 0.956 0.664
H 0.060 1.059 2.236
H -0.561 -0.426 1.446
H -2.085 0.258 3.283
H -2.838 -0.001 1.651
H -2.690 1.600 2.278
```

Its HOMO-LUMO gap is 9.94 eV. For the LUMO energy, the calculation gives 0.822 eV. The charge is 0. For the energy above the lowest of the compared OMol25 structures with the same formula, charge and spin, the calculation gives 15.3 kcal/mol. The SMILES is CCS.CC.



Below is 2 unconnected molecules or ions with the total composition CH3NO3S, with properties calculated with ωB97M-V/def2-TZVPD.

The geometry in XYZ format:
```
9
Properties=species:S:1:pos:R:3
C 0.946 -0.073 0.382
N 1.539 -0.091 1.533
O -1.339 0.846 -2.309
O -2.306 -1.223 -1.139
O -0.352 0.224 0.503
S -2.031 0.343 -1.163
H 1.336 -0.231 -0.634
H 2.545 -0.241 1.407
H -0.337 0.446 1.420
```

Its HOMO-LUMO gap is 10.28 eV. For the LUMO energy, the calculation gives -0.791 eV. The charge is 0. For the energy above the lowest of the compared OMol25 structures with the same formula, charge and spin, the calculation gives 37.6 kcal/mol.



> charge of number 2 (C24H23EuN3O7P3S2)?

0